1.
{"formula": "C19H27BaCl3GeN2Si2", "method": "wB97M-V/def2-TZVPD", "elements": ["Ba", "C", "Si", "C", "C", "C", "C", "C", "C", "C", "C", "N", "Si", "C", "C", "C", "H", "H", "H", "H", "H", "H", "H", "H", "H", "H", "H", "H", "H", "H", "H", "H", "H", "H", "H", "H", "H", "H", "N", "C", "C", "C", "C", "C", "C", "C", "H", "H", "H", "H", "H", "Cl", "Ge", "Cl", "Cl"], "coordinates": [[1.124662, -1.241375, 0.056674], [-0.371279, 4.240096, 0.725471], [-0.335599, 2.449352, 0.214367], [-2.042580, 1.702394, 0.169776], [0.452096, 2.275597, -1.478665], [0.681339, 1.499657, 1.494066], [-0.100483, 0.758026, 2.514045], [-0.693865, 1.393464, 3.600785], [-1.408219, 0.634910, 4.511634], [-1.520259, -0.733988, 4.319382], [-0.905111, -1.293937, 3.217481], [-0.205668, -0.571864, 2.330120], [2.513668, 1.693433, 1.882058], [2.689011, 3.064093, 3.128051], [3.162957, 0.101680, 2.636912], [3.470959, 2.060716, 0.318906], [-0.946894, 4.829880, 0.008587], [0.636846, 4.658473, 0.767000], [-0.833577, 4.364828, 1.706525], [-2.646656, 2.203476, -0.590129], [-2.558836, 1.803215, 1.126266], [-2.014375, 0.639732, -0.086260], [-0.221144, 2.714951, -2.219268], [0.590365, 1.233994, -1.787931], [1.410242, 2.788498, -1.557943], [-0.590600, 2.464044, 3.721657], [-1.875192, 1.110295, 5.364525], [-2.071311, -1.357157, 5.008356], [-0.960247, -2.356373, 3.023118], [2.151858, 2.824895, 4.048011], [2.299249, 4.005886, 2.737829], [3.740550, 3.213155, 3.382980], [2.566536, -0.218883, 3.493255], [4.176279, 0.298963, 2.996565], [3.269187, -0.758708, 1.966788], [3.221078, 3.044965, -0.081275], [3.302997, 1.336332, -0.485108], [4.541843, 2.055796, 0.534329], [-0.739216, -1.304585, -1.810887], [-1.177013, -1.834310, -2.735667], [-1.712074, -2.495567, -3.882631], [-2.954881, -3.122191, -3.783613], [-3.463344, -3.778992, -4.888261], [-2.737472, -3.810195, -6.072538], [-1.498599, -3.187582, -6.162507], [-0.976978, -2.526856, -5.066931], [-3.500572, -3.098880, -2.850292], [-4.423024, -4.272375, -4.825013], [-3.138980, -4.328869, -6.932735], [-0.938525, -3.222848, -7.086446], [-0.009850, -2.045244, -5.119865], [-0.302129, -5.319510, -1.918650], [1.215428, -4.402974, -0.626220], [2.595494, -6.050206, -0.341903], [0.061907, -4.131324, 1.385218]], "atomic_forces_ev_per_a": [[0.01, -0.27, 0.51], [0.04, 0.06, 0.01], [0.01, -0.04, 0.00], [-0.01, -0.01, -0.01], [0.01, -0.02, -0.02], [-0.04, 0.02, 0.10], [0.06, -0.08, -0.08], [0.01, 0.04, -0.01], [-0.01, 0.01, 0.02], [0.00, 0.00, 0.01], [0.00, 0.05, -0.02], [-0.07, 0.08, 0.16], [-0.04, 0.04, -0.05], [-0.01, 0.04, 0.02], [0.01, -0.06, 0.02], [0.01, 0.02, -0.02], [0.00, -0.01, 0.00], [-0.02, 0.02, 0.01], [0.01, 0.01, 0.00], [-0.01, -0.01, 0.01], [0.01, -0.01, 0.00], [-0.03, 0.00, 0.00], [0.02, 0.00, 0.00], [-0.01, 0.00, -0.03], [0.00, -0.01, 0.00], [0.00, -0.01, 0.00], [0.00, -0.01, 0.00], [0.00, -0.01, -0.01], [0.00, -0.02, 0.00], [0.01, 0.02, 0.00], [0.00, 0.00, 0.02], [0.00, 0.00, 0.00], [0.01, 0.00, -0.01], [-0.01, -0.02, 0.02], [0.03, 0.00, 0.00], [0.01, -0.01, 0.00], [0.01, 0.00, 0.00], [-0.01, 0.00, -0.01], [-0.17, -0.01, -0.31], [0.02, -0.06, -0.03], [-0.10, -0.02, 0.05], [0.00, 0.01, 0.03], [0.01, 0.00, -0.02], [0.01, 0.01, 0.02], [-0.02, -0.02, -0.02], [0.06, 0.04, 0.02], [0.00, -0.01, 0.00], [0.00, 0.00, 0.00], [0.00, 0.00, 0.00], [0.00, 0.00, 0.00], [-0.01, 0.00, 0.00], [-0.20, -0.05, 0.03], [0.37, 0.30, -0.52], [-0.04, -0.17, 0.22], [0.08, 0.18, -0.08]], "e_tot_ha": -4911.703435, "multiplicity": 2, "homo_lumo_gap_ev": [7.78, 6.14], "largest_force_ha_per_bohr": 0.0136, "lumo_energy_ev": [-2.909, -4.574], "s_squared": 0.753, "charge": 1, "e_homo_ev": [-10.690, -10.710]}

2.
{"formula": "C19H27Cl12N3O2", "method": "wB97M-V/def2-TZVPD", "elements": ["Cl", "C", "Cl", "Cl", "Cl", "Cl", "C", "Cl", "Cl", "Cl", "Cl", "C", "Cl", "Cl", "Cl", "C", "C", "C", "N", "C", "H", "H", "H", "H", "H", "C", "C", "C", "N", "C", "H", "H", "H", "H", "H", "C", "C", "C", "N", "C", "H", "H", "H", "H", "H", "C", "C", "O", "H", "H", "H", "H", "H", "H", "C", "C", "O", "H", "H", "H", "H", "H", "H"], "coordinates": [[-1.039804, 5.938688, -0.428726], [-1.302678, 7.756283, -0.569616], [-1.030500, 8.245327, -2.276867], [-3.022620, 8.031160, -0.203119], [-0.283369, 8.773268, 0.498320], [-6.502439, -0.820955, -5.746018], [-6.356254, -2.226003, -4.638280], [-4.793228, -2.049241, -3.947354], [-7.561618, -2.160791, -3.375137], [-6.504878, -3.770587, -5.430933], [-2.743454, -8.121217, 1.052462], [-2.021655, -6.568532, 1.697791], [-0.476619, -6.126673, 0.847134], [-3.291522, -5.325827, 1.556158], [-1.764197, -6.748124, 3.444447], [-6.213694, 2.840913, 1.352188], [-5.953593, 3.939841, 2.182748], [-4.819873, 3.676760, 2.947461], [-4.408211, 2.387493, 2.692574], [-5.211263, 1.852784, 1.658648], [-6.980060, 2.715479, 0.601626], [-6.508551, 4.865209, 2.228804], [-4.345086, 4.205459, 3.760752], [-3.543933, 1.988994, 3.030679], [-5.023907, 0.871852, 1.247458], [0.271091, -0.340412, 5.651992], [-0.351843, -1.159837, 4.697307], [-1.720226, -1.134371, 5.017567], [-1.928255, -0.364096, 6.143354], [-0.716344, 0.126888, 6.524293], [1.321751, -0.107787, 5.743672], [0.130900, -1.656266, 3.868505], [-2.592364, -1.590834, 4.573252], [-2.831356, -0.149347, 6.541345], [-0.602676, 0.759055, 7.392529], [5.519990, -7.020912, -3.295449], [6.835100, -6.871679, -2.834464], [6.919725, -5.696188, -2.182069], [5.702491, -5.056399, -2.220204], [4.839923, -5.907233, -2.876308], [5.128837, -7.863912, -3.845668], [7.600008, -7.629880, -2.914677], [7.810858, -5.303844, -1.714788], [5.510013, -4.157056, -1.802775], [3.805010, -5.671693, -3.075993], [0.237350, -0.015101, -1.167034], [1.606232, -0.629966, -0.829952], [2.503968, -0.523233, -1.918069], [-0.143301, -0.522951, -2.053201], [0.255279, 1.045508, -1.417828], [-0.496421, -0.128975, -0.369086], [1.307294, -1.671585, -0.712633], [2.147713, -0.287086, 0.051719], [2.645903, 0.401269, -2.134304], [4.274462, 5.609544, -3.202676], [5.099591, 4.594025, -2.402719], [4.246140, 3.839672, -1.560245], [3.541286, 5.092257, -3.821527], [4.830448, 6.267581, -3.870475], [3.662941, 6.216576, -2.535094], [5.814472, 5.109408, -1.761287], [5.636781, 3.905824, -3.055335], [3.880236, 4.321478, -0.814872]], "atomic_forces_ev_per_a": [[0.27, 1.56, 0.12], [-0.42, -0.40, -0.45], [0.13, -0.27, 0.69], [0.42, 0.05, 0.11], [-0.39, -0.95, -0.46], [-0.56, -0.50, -0.13], [-0.22, 0.66, -0.27], [1.32, -0.22, 0.72], [-0.52, 0.27, 0.29], [-0.02, -0.21, -0.61], [0.86, 0.97, 0.22], [-0.47, -0.38, 0.05], [-1.38, -0.38, 0.60], [0.55, 0.01, -0.51], [0.45, -0.20, -0.36], [2.20, -2.34, 0.51], [0.84, 0.53, 0.63], [-0.64, -0.74, 0.09], [-1.16, 0.04, -1.82], [-0.82, 2.13, 0.72], [0.04, 0.08, 0.14], [0.01, -0.08, -0.03], [-0.12, 0.24, -0.23], [-0.28, 0.00, -0.10], [-0.03, 0.14, 0.08], [-0.63, 0.60, 1.17], [-1.74, 0.25, 0.32], [0.18, -0.28, -0.28], [0.92, -0.36, -0.97], [1.05, 0.17, 0.03], [-0.09, -0.04, -0.03], [-0.25, -0.07, 0.08], [0.27, -0.14, -0.20], [0.35, -0.09, -0.05], [-0.08, -0.04, -0.09], [-0.58, 0.20, 0.16], [0.45, -1.15, -0.16], [0.84, 0.92, 0.53], [0.32, -0.88, -0.10], [-0.73, 0.25, -0.53], [-0.12, 0.17, 0.07], [0.15, 0.26, -0.04], [-0.31, 0.33, 0.10], [-0.14, -0.34, -0.22], [0.12, 0.25, 0.20], [0.22, 0.52, 0.07], [-0.87, 0.11, -0.49], [0.09, -0.54, -0.41], [0.00, -0.10, 0.03], [0.26, 0.15, 0.08], [0.11, -0.16, 0.14], [0.86, -0.31, 0.11], [-0.61, 0.19, 0.37], [-0.04, 0.15, 0.12], [-0.36, -0.32, -0.14], [-0.53, 1.12, 0.36], [-0.22, -1.21, -0.22], [0.08, -0.23, -0.09], [0.29, -0.05, 0.19], [0.22, 0.19, 0.18], [0.35, 0.12, -0.21], [-0.14, -0.09, 0.13], [0.28, 0.44, -0.22]], "e_tot_ha": -6577.080967, "multiplicity": 1, "homo_lumo_gap_ev": 7.96, "largest_force_ha_per_bohr": 0.0632, "lumo_energy_ev": -0.177, "e_homo_ev": -8.137}

3.
{"formula": "C19H27Cl3F6N2NiO4P2S2Te", "method": "wB97M-V/def2-TZVPD", "elements": ["Ni", "C", "P", "C", "C", "C", "P", "C", "C", "H", "H", "H", "H", "H", "H", "H", "H", "H", "H", "H", "H", "H", "H", "H", "H", "C", "C", "C", "C", "C", "C", "Te", "C", "C", "C", "H", "H", "H", "H", "H", "H", "H", "H", "H", "H", "H", "Cl", "C", "Cl", "Cl", "C", "N", "F", "C", "F", "F", "S", "O", "O", "N", "S", "O", "O", "C", "F", "F", "F"], "coordinates": [[0.356377, 0.372274, 0.727288], [2.420666, 3.166158, 1.002176], [0.936788, 2.445323, 0.260153], [1.017567, 2.856065, -1.502367], [-0.444984, 3.486900, 0.881253], [-1.745354, 2.820032, 0.436294], [-1.651062, 1.034689, 0.861074], [-2.937014, 0.286099, -0.163836], [-2.227413, 0.928916, 2.573241], [2.442129, 4.241381, 0.818604], [3.300172, 2.695015, 0.567148], [2.413818, 2.972844, 2.074366], [1.142554, 3.931166, -1.641000], [0.104589, 2.528272, -1.999900], [1.857495, 2.332671, -1.961051], [-0.353244, 4.509214, 0.510105], [-0.376206, 3.519827, 1.971713], [-1.851060, 2.889571, -0.648844], [-2.635524, 3.266752, 0.883135], [-3.896572, 0.770518, 0.027913], [-3.021569, -0.776398, 0.032991], [-2.667417, 0.412718, -1.212113], [-3.209916, 1.388364, 2.686507], [-1.507533, 1.423835, 3.224618], [-2.270203, -0.120619, 2.861455], [-7.501422, -4.220567, -0.659690], [-6.033589, -3.893803, -0.619354], [-5.207694, -4.133600, -1.708179], [-3.849121, -3.847867, -1.679723], [-3.033346, -4.132734, -2.912885], [-3.277554, -3.305596, -0.513338], [-1.187362, -2.877306, -0.757512], [-4.095155, -3.047402, 0.593632], [-3.626092, -2.462753, 1.902434], [-5.455000, -3.344672, 0.511377], [-7.810581, -4.513617, -1.662159], [-8.104729, -3.364424, -0.354746], [-7.735998, -5.043649, 0.017774], [-5.630884, -4.553249, -2.614431], [-3.668769, -4.502725, -3.716006], [-2.265269, -4.883665, -2.715444], [-2.528144, -3.235276, -3.280051], [-2.651174, -1.992611, 1.829814], [-3.550861, -3.236851, 2.665323], [-4.343074, -1.718998, 2.257681], [-6.076619, -3.135598, 1.376999], [0.288713, -3.040309, 3.752749], [-0.048867, -3.551057, 2.094999], [1.426162, -4.250434, 1.379758], [-1.299136, -4.804301, 2.115243], [-0.430079, -2.345539, 1.207065], [-0.119374, -1.198011, 1.518176], [3.848782, -2.896424, -0.396768], [4.127897, -1.885271, 0.407998], [5.387708, -1.507695, 0.227490], [3.979058, -2.274401, 1.669859], [2.977759, -0.444360, 0.084947], [1.844751, -0.977361, -0.643534], [2.623728, 0.065481, 1.397451], [3.785698, 0.647818, -0.674260], [4.231428, 0.457991, -2.193236], [3.455728, 1.282618, -3.072877], [4.502256, -0.901406, -2.546578], [5.860922, 1.313517, -2.085768], [6.676908, 0.686851, -1.245673], [5.691238, 2.569513, -1.662550], [6.420871, 1.341955, -3.291330]], "atomic_forces_ev_per_a": [[0.00, -0.16, 0.15], [-0.04, -0.02, 0.01], [-0.04, 0.17, -0.10], [0.04, -0.01, 0.02], [0.03, -0.03, -0.04], [0.05, -0.05, 0.07], [-0.09, 0.06, -0.14], [-0.01, 0.16, 0.02], [0.01, -0.02, 0.01], [0.00, 0.00, -0.01], [-0.01, 0.00, 0.01], [0.03, -0.01, 0.00], [0.00, 0.01, 0.01], [0.01, 0.00, -0.02], [-0.02, 0.00, -0.01], [-0.02, 0.01, 0.00], [0.01, 0.00, 0.00], [-0.04, -0.02, 0.00], [0.02, 0.03, 0.01], [0.01, 0.03, 0.03], [-0.03, -0.02, -0.01], [0.00, -0.03, -0.01], [-0.01, -0.01, -0.01], [-0.02, 0.01, 0.02], [0.03, 0.04, 0.03], [0.01, 0.00, 0.00], [0.00, 0.00, -0.01], [-0.01, 0.01, -0.01], [0.00, -0.02, 0.02], [-0.01, -0.01, 0.01], [0.13, -0.06, -0.07], [-0.07, -0.08, -0.17], [0.01, 0.04, 0.04], [-0.05, 0.00, -0.04], [0.01, -0.02, 0.01], [-0.01, 0.00, 0.00], [0.00, 0.00, 0.00], [0.00, 0.00, 0.00], [0.00, 0.00, 0.00], [-0.01, 0.00, 0.01], [0.02, 0.01, 0.00], [0.00, 0.00, -0.02], [0.00, -0.02, -0.01], [0.00, 0.00, 0.03], [0.01, 0.00, -0.01], [0.00, 0.00, 0.00], [-0.04, -0.02, 0.00], [0.17, -0.06, 0.14], [-0.07, 0.04, 0.04], [-0.05, -0.04, 0.01], [-0.28, 0.00, -0.32], [0.38, 0.03, 0.45], [0.00, 0.00, -0.02], [0.06, 0.00, 0.06], [0.00, 0.00, 0.02], [-0.02, -0.03, -0.01], [-0.05, 0.06, 0.01], [-0.04, -0.01, -0.05], [-0.03, 0.02, -0.10], [-0.03, -0.01, 0.11], [0.07, 0.05, -0.17], [0.01, 0.00, 0.00], [0.00, -0.03, -0.01], [-0.04, 0.03, 0.06], [0.02, -0.01, 0.01], [0.02, 0.00, -0.01], [-0.01, -0.02, -0.04]], "e_tot_ha": -6385.838313, "multiplicity": 1, "homo_lumo_gap_ev": 7.29, "largest_force_ha_per_bohr": 0.0114, "lumo_energy_ev": -0.341, "e_homo_ev": -7.630}

Computed relative energy (zero: lowest compared OMol25 entry of this formula, charge and spin) (kJ/mol) in order:
22.2 32.7 5.2